# 1
Below is a molecular structure, C21H52AlF4N6O5P2, with properties calculated with ωB97M-V/def2-TZVPD.

Structure (XYZ):
```
91
Properties=species:S:1:pos:R:3:forces:R:3
P -7.431 3.349 1.839 -4.532 -4.247 -2.371
P 5.009 -4.574 -2.990 -4.560 -1.955 4.462
Al 5.746 1.248 0.742 -2.056 -0.313 1.397
F -1.187 4.036 1.938 -2.031 -3.471 -3.318
F -3.299 3.388 1.040 4.361 -0.908 -0.062
F -1.385 3.012 -0.333 -1.308 0.338 4.793
F 6.361 4.069 0.899 0.810 -1.409 1.136
O -0.547 1.111 2.402 -1.573 0.953 -2.364
O -6.668 2.127 2.407 1.823 2.957 0.928
O 5.538 -0.335 1.761 -2.463 0.586 -0.857
O 3.932 1.734 1.067 -0.709 -2.395 -0.984
O 5.415 -3.519 -1.933 2.033 0.387 -3.065
N 4.541 -5.788 -4.206 2.274 0.825 -1.648
N 3.393 -4.086 -3.075 -2.000 0.391 -0.605
N 5.352 -5.917 -1.990 2.119 -1.331 1.082
N -7.379 2.807 0.218 1.742 -0.416 -1.917
N -8.858 3.045 2.694 -1.953 0.075 1.117
N -8.309 4.753 1.185 2.296 1.536 0.681
C -6.071 2.282 -0.200 0.124 -0.214 0.476
C 6.888 2.790 1.480 1.072 -0.507 -0.399
C 0.616 1.456 1.570 2.548 0.142 0.581
C 4.398 -6.597 -1.131 -0.588 -0.010 -0.859
C 9.333 3.439 2.243 1.072 0.037 -0.529
C -9.752 1.927 2.497 0.021 -0.441 -0.283
C 5.637 -6.405 -4.936 0.158 -0.039 0.093
C 8.482 2.716 1.040 -0.896 0.725 0.482
C -1.846 2.977 1.086 -1.247 1.429 -0.202
C 3.254 -6.397 -4.473 -0.624 0.870 -0.355
C 3.134 0.495 0.944 0.980 0.392 1.985
C -1.822 1.487 1.771 -0.434 -0.247 1.100
C 4.191 -0.753 1.292 0.953 -0.931 -2.661
C -9.730 4.967 1.001 -0.436 0.029 1.101
C -8.406 2.021 -0.443 -0.655 0.813 0.369
C -7.485 5.784 0.574 0.245 0.020 -0.132
C 3.177 -2.864 -3.845 0.590 0.197 -0.547
C -8.800 3.420 4.103 0.531 0.573 0.141
C 6.622 -5.813 -1.256 -0.147 0.548 0.220
C 1.898 0.489 2.032 -0.802 0.311 0.284
C 2.405 -4.212 -2.028 -0.012 -0.092 0.613
H -8.522 1.037 0.021 -0.040 -0.188 0.004
H 4.023 -5.938 -0.343 -0.064 0.026 0.158
H 8.587 3.313 0.020 -0.265 -1.225 2.203
H 2.692 -6.631 -3.569 0.062 0.227 0.065
H 2.729 0.296 -0.142 0.547 0.531 1.914
H -2.237 0.674 1.007 1.190 1.981 1.182
H -7.882 6.787 0.766 0.045 -0.060 0.022
H 7.393 -5.349 -1.875 -0.098 0.063 0.114
H 5.936 -7.348 -4.466 0.031 -0.137 -0.029
H 2.642 -5.740 -5.100 -0.222 -0.147 0.040
H 3.554 -6.996 -1.705 0.011 0.213 0.101
H 2.386 -5.204 -1.582 0.260 0.058 0.040
H 3.716 -1.702 1.816 0.974 2.167 -0.317
H 6.786 2.806 2.651 0.294 0.523 -2.194
H 3.354 -7.346 -5.016 0.470 0.198 0.052
H 6.504 -5.214 -0.342 0.189 0.022 -0.071
H -9.371 2.539 -0.445 0.064 -0.160 0.157
H 2.232 0.892 3.101 -0.375 -0.884 -2.429
H 4.844 -7.467 -0.659 0.368 -0.051 0.025
H -10.257 4.080 0.648 0.132 -0.118 0.175
H 1.508 -0.619 2.209 0.675 2.246 -0.593
H 3.231 -3.088 -4.918 0.046 0.048 -0.076
H 1.399 -4.097 -2.447 0.141 0.208 -0.164
H -9.999 1.763 1.451 0.276 -0.017 -0.008
H 5.926 0.798 -0.768 0.296 0.097 -0.281
H -7.412 5.634 -0.508 -0.024 0.062 -0.090
H -5.959 2.332 -1.286 -0.246 0.103 -0.020
H -9.596 2.972 4.705 0.014 -0.058 -0.371
H 4.398 -1.164 0.192 -0.464 0.465 1.957
H 5.370 -6.601 -5.980 0.031 0.039 0.036
H 8.630 3.961 3.038 1.481 -1.162 -1.786
H -10.721 2.137 2.962 0.176 0.111 0.204
H -5.259 2.870 0.233 -0.182 -0.216 -0.045
H 0.455 1.334 0.416 -0.031 0.270 2.196
H -8.899 4.508 4.202 0.062 0.037 0.071
H 0.931 2.562 1.887 -0.733 -2.293 -1.215
H -10.193 5.292 1.938 -0.251 -0.027 -0.104
H 6.511 -5.745 -4.953 -0.087 -0.136 0.020
H -5.947 1.235 0.111 0.148 0.042 -0.008
H -7.844 3.128 4.559 -0.144 -0.052 0.037
H -8.172 1.872 -1.493 0.341 0.052 -0.120
H -9.935 5.750 0.260 0.529 -0.037 0.078
H -9.358 0.999 2.919 -0.057 -0.236 -0.008
H -6.470 5.763 0.987 -0.127 0.006 -0.129
H 2.203 -2.402 -3.664 0.111 -0.321 0.179
H 10.043 4.265 1.757 -1.392 -1.695 1.267
H -2.628 1.515 2.651 1.825 0.235 -1.980
H 8.834 1.605 0.815 -0.771 2.304 0.713
H 6.992 -6.801 -0.972 -0.208 -0.137 -0.113
H 2.537 -3.469 -1.238 -0.087 0.030 0.197
H 10.027 2.640 2.782 -1.464 1.780 -0.980
H 3.942 -2.108 -3.622 -0.183 0.007 0.047
```
Forces are in eV/Å.

The frontier orbital gap is 0.190 hartree. For the HOMO energy, the calculation gives -0.1826 Ha. The calculation puts the molecular weight at 633.61 g/mol. As for the net charge: -1. For the total energy, the calculation gives -77833.43591 eV.

Results of the Mulliken charge analysis, in e, for atoms 1 through 8:
1 P 0.63
2 P 0.59
3 Al 0.34
4 F -0.25
5 F -0.31
6 F -0.25
7 F -0.38
8 O -0.33

***

# 2
Below is 4 unconnected molecules or ions with the total composition C21H52BBrClN4O4, with properties calculated with ωB97M-V/def2-TZVPD.

Structure (XYZ):
```
84
Properties=species:S:1:pos:R:3:forces:R:3
Br 2.265 0.189 3.066 0.109 -0.016 0.140
Cl 0.136 -1.111 0.226 0.085 -0.119 -0.306
O 5.972 6.860 -0.335 0.030 -0.033 0.188
O -6.751 -1.962 -3.481 -0.118 -0.178 -0.093
O -2.904 -2.588 0.279 3.268 -1.182 -2.030
O 5.465 0.472 0.264 0.048 0.179 -0.270
N 4.370 -2.178 0.471 -0.042 0.118 0.121
N -4.178 -0.880 0.978 -0.085 0.469 1.252
N -3.981 -1.831 -2.662 -0.336 0.099 0.068
N 4.671 4.983 -2.083 0.263 0.073 -0.047
C 5.276 4.522 -0.828 -0.286 0.231 0.130
C -1.992 -0.105 2.043 0.073 0.065 -0.530
C -4.165 -3.754 -4.136 0.052 -0.188 -0.019
C 0.410 -0.463 3.028 -1.021 -0.465 -0.830
C 6.558 0.627 -0.613 0.042 -0.068 0.278
C 4.030 -1.334 -0.677 0.304 -0.061 -0.102
C -2.977 -0.017 0.864 0.314 0.024 0.105
C 4.227 0.156 -0.369 -0.394 0.007 0.153
C -6.983 -2.256 -4.842 0.028 0.249 0.060
C -4.946 -0.637 2.217 -0.122 0.429 -0.316
C -4.642 -3.122 -2.832 0.000 0.148 -0.304
C 5.226 7.284 0.792 -0.036 0.153 -0.184
C 6.352 5.495 -0.323 0.226 -0.181 -0.202
C -0.325 -2.231 4.699 -0.100 0.110 -0.615
C -6.172 -3.015 -2.728 0.074 -0.050 0.327
C 0.335 -1.962 3.334 0.105 -0.027 0.881
C -4.815 -3.262 1.387 -0.562 1.004 0.322
C -3.865 -2.215 0.832 -2.543 0.007 0.967
C 4.174 4.252 0.189 -0.047 -0.171 0.086
C 4.811 -1.816 -1.897 -0.048 -0.057 -0.121
C -5.174 0.821 2.532 -0.264 0.122 0.266
B -0.403 -0.012 1.665 0.516 0.436 0.830
H 7.052 -0.331 -0.801 0.019 0.028 -0.179
H -2.198 -0.965 2.678 -0.072 -0.410 -0.084
H -4.472 -1.111 3.074 0.258 -0.014 0.184
H -0.065 1.129 1.425 -0.173 0.082 -0.287
H 5.305 -1.915 0.776 -0.007 -0.039 -0.027
H 5.389 8.356 0.911 0.055 -0.015 -0.030
H -7.799 -1.618 -5.185 -0.012 -0.004 0.053
H -4.270 1.368 2.759 0.273 0.060 -0.077
H 6.259 1.081 -1.564 -0.033 -0.067 -0.042
H -4.249 -3.069 -4.981 -0.045 0.046 0.030
H 5.397 5.070 -2.789 -0.052 -0.104 -0.029
H -0.256 -2.490 2.595 0.074 0.014 -0.474
H -6.104 -2.028 -5.451 -0.006 -0.142 -0.078
H 4.595 4.042 1.174 -0.016 -0.015 -0.003
H 4.356 5.940 -1.937 -0.105 -0.066 0.017
H -5.926 -1.087 2.136 -0.245 -0.241 -0.204
H 2.968 -1.475 -0.893 -0.036 0.113 0.115
H 1.327 -2.396 3.343 0.234 -0.152 -0.183
H -4.677 -3.280 2.462 0.098 -0.341 0.311
H -4.611 -4.218 0.943 0.179 -0.281 -0.133
H 7.286 1.283 -0.131 -0.046 0.022 0.033
H -0.063 -1.451 5.403 0.214 -0.048 0.392
H 3.452 0.447 0.341 0.040 0.000 0.093
H -2.498 -0.257 -0.072 0.223 -0.349 -0.237
H -5.726 1.340 1.757 0.009 0.044 -0.322
H -5.791 0.859 3.424 -0.151 0.058 0.237
H -6.422 -2.795 -1.686 0.002 0.088 -0.027
H 7.211 5.429 -0.999 -0.026 0.078 -0.025
H -4.734 -4.658 -4.369 -0.009 0.019 -0.016
H -1.402 -2.194 4.567 -0.312 0.075 0.125
H 3.480 5.088 0.285 0.054 0.060 -0.050
H -2.182 0.762 2.673 0.034 0.136 0.337
H -0.103 0.037 3.840 0.272 0.487 0.314
H -4.216 -1.457 -1.745 0.296 -0.034 0.063
H -3.114 -4.031 -4.053 0.002 0.062 0.036
H -3.274 1.017 0.768 -0.468 0.229 -0.105
H -7.273 -3.301 -4.988 0.059 -0.033 -0.004
H 5.773 3.567 -1.026 0.082 0.043 -0.009
H 4.084 0.776 -1.264 0.137 -0.053 -0.067
H 4.692 -1.128 -2.738 0.014 0.008 0.012
H -4.312 -3.773 -2.015 -0.050 0.051 0.065
H -6.657 -3.970 -2.975 0.036 -0.003 -0.103
H 3.772 -1.916 1.253 -0.106 -0.087 -0.073
H 3.587 3.385 -0.111 0.009 0.012 -0.018
H -0.090 -3.220 5.081 0.146 -0.125 0.210
H 4.448 -2.795 -2.212 -0.004 -0.004 0.052
H -4.404 -1.174 -3.314 0.064 -0.055 -0.055
H 5.878 -1.922 -1.691 0.004 0.041 0.046
H 6.712 5.205 0.673 -0.110 0.000 0.049
H 4.157 7.123 0.639 -0.017 -0.074 0.143
H -5.848 -2.966 1.244 -0.282 -0.162 -0.175
H 5.551 6.778 1.705 -0.036 -0.063 -0.006
```
Forces are in eV/Å.

The relative energy (zero: lowest compared OMol25 entry of this formula, charge and spin) is 19.7 kcal/mol. The frontier orbital gap is 0.284 hartree. For the HOMO energy, the calculation gives -0.1930 Ha. The calculation puts the molecular weight at 550.84 g/mol. As for the net charge: -1. For the total energy, the calculation gives -120013.78605 eV.

Results of the Mulliken charge analysis, in e, for atoms 1 through 8:
1 Br -0.25
2 Cl -0.40
3 O -0.40
4 O -0.40
5 O -0.44
6 O -0.42
7 N -0.74
8 N 0.21

***

no.,strongest force on any atom (eV Å⁻¹)
1,6.673
2,4.025